Here is a structure of composition C30H27N5O4SW in a non-equilibrium geometry from the Open Molecules 2025 dataset. Energies are from ωB97M-V/def2-TZVPD.

The charge is +2. The energy comes out at -59836.5441 eV. The HOMO energy (alpha / beta) is -13.2590 / -13.2573 eV.

Element x y z (Å)
W 0.14 -0.33 0.54
C -1.28 0.73 4.48
O -0.54 -0.51 4.62
C -0.17 -0.86 3.42
N -0.67 -0.16 2.43
C -1.72 0.70 3.01
C -1.86 2.02 2.30
C -0.87 2.45 1.42
C -1.05 3.62 0.70
C -2.21 4.36 0.86
C -3.19 3.94 1.75
C -3.02 2.77 2.47
C 0.66 -1.96 3.05
C 1.29 -2.88 3.88
C 2.05 -3.89 3.30
C 2.18 -3.95 1.93
C 1.54 -2.98 1.16
N 0.78 -2.00 1.69
C 1.60 -2.80 -0.26
N 1.04 -1.72 -0.74
C 0.98 -1.89 -2.22
C 1.94 -3.09 -2.44
O 2.14 -3.64 -1.11
C -0.40 -2.22 -2.77
C -0.64 -1.96 -4.12
C -1.83 -2.35 -4.71
C -2.80 -2.99 -3.96
C -2.57 -3.24 -2.61
C -1.37 -2.87 -2.02
H -0.60 1.56 4.70
H -2.11 0.74 5.18
H -2.66 0.16 2.92
H 0.09 1.93 1.37
H -0.28 3.97 0.02
H -2.35 5.27 0.29
H -4.10 4.51 1.87
H -3.79 2.42 3.15
H 1.18 -2.78 4.95
H 2.55 -4.62 3.92
H 2.78 -4.71 1.45
H 1.37 -0.98 -2.69
H 2.90 -2.81 -2.86
H 1.49 -3.87 -3.06
H 0.12 -1.46 -4.71
H -2.00 -2.16 -5.76
H -3.73 -3.30 -4.42
H -3.33 -3.75 -2.03
H -1.20 -3.14 -0.99
C 4.78 4.11 -0.56
C 3.69 3.10 -0.61
C 2.77 3.02 -1.66
C 1.77 2.08 -1.57
N 1.67 1.27 -0.51
C 2.62 1.39 0.44
S 2.38 0.29 1.74
N 3.60 2.26 0.42
H 4.63 4.92 -1.26
H 5.74 3.63 -0.78
H 4.86 4.50 0.46
H 2.83 3.67 -2.52
H 1.01 1.97 -2.34
C -3.30 0.85 -1.88
O -2.93 0.19 -0.65
C -1.68 0.04 -0.40
O -0.74 0.45 -1.16
H -4.39 0.89 -1.88
H -2.95 0.27 -2.73
H -2.88 1.85 -1.91

***

Here is a structure of composition C30H28AuGeN7O7 in a non-equilibrium geometry from the Open Molecules 2025 dataset. Energies are from ωB97M-V/def2-TZVPD.

The charge is -2. The energy comes out at -116526.9261 eV. The HOMO energy is 0.5754 eV.

Element x y z (Å)
Au 0.46 -0.13 0.36
C 0.56 -4.48 2.41
N -0.59 -3.61 2.59
C -1.78 -4.27 3.11
C -0.72 -2.50 1.79
N 0.33 -1.81 1.46
N -2.02 -2.25 1.40
C -2.68 -1.02 1.36
N -3.88 -1.10 0.68
N -2.25 -0.05 2.04
H 0.64 -5.14 3.28
H 1.47 -3.91 2.33
H 0.45 -5.11 1.52
H -1.51 -4.79 4.03
H -2.20 -5.00 2.41
H -2.53 -3.52 3.35
H 1.12 -1.94 2.08
H -2.46 -2.98 0.87
H -3.84 -1.65 -0.18
H -4.27 -0.19 0.48
H -2.81 0.80 1.95
O 0.59 3.79 -0.62
C 1.01 2.71 -0.23
O 0.44 1.59 -0.62
C 2.23 2.66 0.65
C 3.17 3.63 0.40
C 4.35 3.71 1.15
C 4.60 2.77 2.15
C 3.68 1.77 2.42
C 2.42 1.69 1.70
O 1.54 0.84 2.01
N 4.03 0.83 3.42
O 5.11 1.01 4.03
O 3.31 -0.14 3.68
N 5.31 4.72 0.88
O 6.33 4.78 1.57
O 5.11 5.50 -0.04
H 2.98 4.35 -0.38
H 5.52 2.82 2.71
C -0.08 -1.16 -1.31
Ge -0.23 -0.03 -2.89
C -2.19 0.43 -3.05
C -3.12 -0.58 -3.31
C -4.48 -0.35 -3.23
C -4.96 0.91 -2.87
C -4.05 1.93 -2.60
C -2.68 1.69 -2.69
C -0.08 -1.23 -4.52
C -0.64 -0.83 -5.73
C -0.46 -1.58 -6.89
C 0.29 -2.75 -6.85
C 0.84 -3.17 -5.65
C 0.66 -2.41 -4.50
C 0.64 1.60 -3.70
C -0.08 2.46 -4.53
C 0.52 3.58 -5.09
C 1.85 3.86 -4.83
C 2.58 3.00 -4.01
C 1.98 1.88 -3.47
H -2.75 -1.57 -3.57
H -5.19 -1.14 -3.45
H -6.03 1.09 -2.80
H -4.42 2.91 -2.33
H -1.98 2.49 -2.48
H -1.21 0.09 -5.77
H -0.90 -1.25 -7.82
H 0.45 -3.33 -7.76
H 1.42 -4.09 -5.61
H 1.10 -2.73 -3.56
H -1.12 2.26 -4.74
H -0.06 4.24 -5.73
H 2.32 4.74 -5.25
H 3.62 3.22 -3.80
H 2.55 1.21 -2.84

***

Here is a structure of composition C30H28BF6MgN6OTe from the Open Molecules 2025 dataset. Energies are from ωB97M-V/def2-TZVPD.

The charge is -1. The energy comes out at -72283.9554 eV. The HOMO energy is -5.7568 eV.

Element x y z (Å)
Mg -0.72 -0.52 -0.01
C 4.60 1.63 -0.05
C 3.72 0.42 -0.03
C 4.08 -0.91 -0.03
C 2.87 -1.62 0.00
N 1.84 -0.78 0.01
N 2.37 0.47 -0.01
B 1.51 1.75 0.00
N 0.65 1.77 1.28
N -0.17 0.74 1.59
C -0.68 0.98 2.79
C -0.21 2.21 3.27
C 0.64 2.68 2.28
C 1.43 3.94 2.25
C -1.60 0.03 3.45
C -2.49 0.50 4.42
C -3.35 -0.38 5.05
C -3.35 -1.72 4.72
C -2.48 -2.19 3.75
C -1.60 -1.32 3.13
N 0.65 1.78 -1.28
N -0.14 0.73 -1.61
C -0.67 0.99 -2.80
C -0.23 2.24 -3.25
C 0.60 2.71 -2.25
C 1.36 4.00 -2.19
C -1.56 0.03 -3.47
C -2.47 0.47 -4.43
C -3.32 -0.42 -5.06
C -3.28 -1.77 -4.74
C -2.38 -2.22 -3.79
C -1.51 -1.33 -3.16
C 2.74 -3.09 0.02
C 1.51 -3.73 0.03
C 1.44 -5.12 0.05
C 2.59 -5.89 0.06
C 3.83 -5.26 0.05
C 3.90 -3.88 0.04
H 5.64 1.31 -0.07
H 4.42 2.24 -0.94
H 4.45 2.25 0.82
H 5.09 -1.29 -0.04
H 2.22 2.71 0.01
H -0.43 2.69 4.20
H 1.22 4.52 3.15
H 2.50 3.74 2.21
H 1.18 4.55 1.38
H -2.52 1.55 4.65
H -4.05 0.00 5.79
H -4.04 -2.41 5.20
H -2.47 -3.23 3.47
H -0.92 -1.71 2.38
H -0.48 2.74 -4.17
H 1.13 4.59 -3.08
H 1.07 4.58 -1.31
H 2.43 3.84 -2.15
H -2.54 1.53 -4.64
H -4.03 -0.05 -5.79
H -3.95 -2.46 -5.22
H -2.34 -3.27 -3.52
H -0.82 -1.71 -2.43
H 0.59 -3.16 0.02
H 0.46 -5.59 0.05
H 2.53 -6.97 0.07
H 4.74 -5.85 0.07
H 4.87 -3.41 0.04
F -1.08 -2.31 0.02
F -3.60 1.93 -1.89
Te -3.52 1.70 -0.04
F -5.24 0.98 -0.08
F -3.64 1.83 1.82
F -1.95 2.74 0.01
F -4.39 3.35 0.00
O -2.67 0.13 -0.07